No. 1
# C2H3N2S2

The ion C2H3N2S2 with charge +1 at a distorted geometry (ωB97M-V with the def2-TZVPD basis set, OMol25).

Values from the calculation:
**Kohn-Sham gap**: 8.04 eV
**Total charge**: +1
**ΔE to the lowest compared entry with this formula, charge and spin**: 61.7 kcal per mole
**HOMO energy**: -0.513 Ha
**Lowest unoccupied orbital energy**: -5.904 eV
**2S+1**: 1

The geometry in XYZ format:
```
9
C2H3N2S2 | OMol25 | ωB97M-V with the def2-TZVPD basis set
C 0.65773 -0.68390 0.36077
C -1.49417 0.24525 0.13597
N -0.17026 0.43571 0.17906
N 1.85580 -0.52037 -0.11888
S -2.97872 1.19698 0.03413
S -2.63045 -0.94505 0.03986
H 0.16003 1.29367 -0.21509
H 2.29559 0.35965 -0.58326
H 2.30445 -1.38193 0.16744
```


No. 2
# C2H3N2S2

The ion C2H3N2S2 with charge +1 at a distorted geometry (ωB97M-V with the def2-TZVPD basis set, OMol25).

Values from the calculation:
**Kohn-Sham gap**: 8.42 eV
**Total charge**: +1
**ΔE to the lowest compared entry with this formula, charge and spin**: 64.0 kcal per mole
**HOMO energy**: -0.512 Ha
**Lowest unoccupied orbital energy**: -5.514 eV
**2S+1**: 1

The geometry in XYZ format:
```
9
C2H3N2S2 | OMol25 | ωB97M-V with the def2-TZVPD basis set
C 0.46457 -0.54753 -0.10584
C -1.56312 0.52883 -0.10480
N -0.21438 0.72932 0.03456
N 1.73091 -0.60771 -0.10609
S -3.18864 0.84377 -0.03209
S -2.04967 -1.06323 -0.05312
H 0.17769 1.64827 0.22120
H 2.49378 -0.02776 0.19603
H 2.14886 -1.50397 -0.04984
```


No. 3
# C2H3N3

The molecule C2H3N3 at a distorted geometry (ωB97M-V with the def2-TZVPD basis set, OMol25).

Values from the calculation:
**Kohn-Sham gap**: 11.53 eV
**ΔE to the lowest compared entry with this formula, charge and spin**: 32.7 kcal per mole
**HOMO energy**: -0.390 Ha
**Lowest unoccupied orbital energy**: 0.919 eV
**Structure (SMILES)**: c1cn[nH]n1
**2S+1**: 1

The geometry in XYZ format:
```
8
C2H3N3 | OMol25 | ωB97M-V with the def2-TZVPD basis set
C -0.64127 0.70642 -0.00452
C -0.70198 -0.71470 -0.10041
N 0.51329 -1.19057 -0.19183
N 1.30488 -0.07638 -0.26390
N 0.59340 1.08019 -0.13531
H -1.39317 1.43217 0.24990
H -1.58042 -1.34441 -0.08889
H 1.90526 0.10729 0.53496
```


No. 4
# C2H3N3

The molecule C2H3N3 at a distorted geometry (ωB97M-V with the def2-TZVPD basis set, OMol25).

Values from the calculation:
**Kohn-Sham gap**: 10.60 eV
**ΔE to the lowest compared entry with this formula, charge and spin**: 47.8 kcal per mole
**HOMO energy**: -0.387 Ha
**Lowest unoccupied orbital energy**: 0.081 eV
**Structure (SMILES)**: C1=NCN=N1
**2S+1**: 1

The geometry in XYZ format:
```
8
C2H3N3 | OMol25 | ωB97M-V with the def2-TZVPD basis set
C -0.78464 -0.90247 -0.02214
N -0.46328 -0.13836 0.97318
C 0.54990 0.64818 0.41810
N 0.85277 0.16341 -0.91307
N -0.05176 -0.68891 -1.18979
H -1.57636 -1.64172 -0.00673
H 0.17340 1.44366 -0.31411
H 1.29996 1.11620 1.05457
```


No. 5
# C2H3N3O

The molecule C2H3N3O at a distorted geometry (ωB97M-V with the def2-TZVPD basis set, OMol25).

Values from the calculation:
**Kohn-Sham gap (alpha / beta)**: 7.03 / 7.72 eV
**ΔE to the lowest compared entry with this formula, charge and spin**: 154.6 kcal per mole
**HOMO energy (alpha / beta)**: -0.318 / -0.335 Ha
**Lowest unoccupied orbital energy (alpha / beta)**: -1.617 / -1.393 eV
**Structure (SMILES)**: [H]/N=C(\N=C)N=O
**2S+1**: 1

The geometry in XYZ format:
```
9
C2H3N3O | OMol25 | ωB97M-V with the def2-TZVPD basis set
H -0.30751 2.33672 0.47383
N -1.08800 1.68847 0.48853
C -0.89658 0.53388 0.07538
N 0.48063 -0.07196 -0.62994
C 1.40224 -0.65972 -0.02722
N -1.67786 -0.55839 -0.01344
O -1.60983 -1.44676 -0.85814
H 1.30731 -1.62293 0.47876
H 2.38961 -0.19931 0.01223
```


No. 6
# C2H3N3O

The molecule C2H3N3O at a distorted geometry (ωB97M-V with the def2-TZVPD basis set, OMol25).

Values from the calculation:
**Kohn-Sham gap**: 10.48 eV
**ΔE to the lowest compared entry with this formula, charge and spin**: 77.8 kcal per mole
**HOMO energy**: -0.359 Ha
**Lowest unoccupied orbital energy**: 0.699 eV
**Structure (SMILES)**: On1ccnn1
**2S+1**: 1

The geometry in XYZ format:
```
9
C2H3N3O | OMol25 | ωB97M-V with the def2-TZVPD basis set
O -2.03164 -0.13658 -0.12901
N -0.64897 -0.15743 0.00843
C 0.16340 0.85725 0.07071
C 1.44555 0.28546 -0.06144
N 1.26358 -1.01529 -0.06999
N 0.03515 -1.32996 0.01500
H -2.30875 -1.03610 0.31056
H -0.30345 1.80223 -0.05218
H 2.38513 0.73042 -0.09206
```


No. 7
# C2H3N3O

The molecule C2H3N3O at a distorted geometry (ωB97M-V with the def2-TZVPD basis set, OMol25).

Values from the calculation:
**Kohn-Sham gap**: 10.35 eV
**ΔE to the lowest compared entry with this formula, charge and spin**: 13.0 kcal per mole
**HOMO energy**: -0.354 Ha
**Lowest unoccupied orbital energy**: 0.710 eV
**Structure (SMILES)**: Oc1ncn[nH]1
**2S+1**: 1

The geometry in XYZ format:
```
9
C2H3N3O | OMol25 | ωB97M-V with the def2-TZVPD basis set
O 1.50337 -1.25485 0.14610
C 0.44875 -0.45491 0.02719
N 0.31127 0.39543 -0.95301
C -0.81185 1.06101 -0.59490
N -1.39885 0.66434 0.52476
N -0.52882 -0.38471 0.92341
H 2.03402 -0.97671 -0.61887
H -1.07208 1.91525 -1.22330
H -0.48582 -0.96484 1.76862
```


No. 8
# C2H3N3O

The molecule C2H3N3O at a distorted geometry (ωB97M-V with the def2-TZVPD basis set, OMol25).

Values from the calculation:
**Kohn-Sham gap**: 10.39 eV
**ΔE to the lowest compared entry with this formula, charge and spin**: 134.8 kcal per mole
**HOMO energy**: -0.362 Ha
**Lowest unoccupied orbital energy**: 0.524 eV
**Structure (SMILES)**: N1=NC1[C@@H]1NO1
**2S+1**: 1

The geometry in XYZ format:
```
9
C2H3N3O | OMol25 | ωB97M-V with the def2-TZVPD basis set
N 1.90288 -0.75126 0.03085
N 2.08220 0.41388 0.12997
C 0.76750 -0.04402 0.54040
C -0.39502 0.15297 -0.64915
N -1.66483 0.32018 -0.11716
O -1.25684 -0.86553 -0.76626
H 0.46153 -0.18741 1.57245
H -0.10325 0.70065 -1.62712
H -1.79415 0.26054 0.88602
```


No. 9
# C2H3N3O

A structure of composition C2H3N3O at a distorted geometry (ωB97M-V with the def2-TZVPD basis set, OMol25).

Values from the calculation:
**Kohn-Sham gap**: 10.47 eV
**ΔE to the lowest compared entry with this formula, charge and spin**: 40.2 kcal per mole
**HOMO energy**: -0.347 Ha
**Lowest unoccupied orbital energy**: 1.033 eV
**2S+1**: 1

The geometry in XYZ format:
```
9
C2H3N3O | OMol25 | ωB97M-V with the def2-TZVPD basis set
N 1.69409 0.24105 0.27097
C 0.39374 0.11260 -0.10908
N 0.00885 -1.14050 -0.02794
O -1.35848 -1.04696 0.05343
C -1.64015 0.23273 -0.11415
N -0.61985 1.02221 -0.25828
H 2.35357 0.86226 -0.17806
H 1.85671 -0.75685 0.44567
H -2.68846 0.47345 -0.08257
```


No. 10
# C2H3N3O

A cluster of 2 separate species, C2H3N3O in total at a distorted geometry (ωB97M-V with the def2-TZVPD basis set, OMol25).

Values from the calculation:
**Kohn-Sham gap (alpha / beta)**: 8.58 / 8.52 eV
**ΔE to the lowest compared entry with this formula, charge and spin**: 206.9 kcal per mole
**HOMO energy (alpha / beta)**: -0.307 / -0.304 Ha
**Lowest unoccupied orbital energy (alpha / beta)**: 0.234 / 0.262 eV
**2S+1**: 1

The geometry in XYZ format:
```
9
C2H3N3O | OMol25 | ωB97M-V with the def2-TZVPD basis set
C 2.41927 -0.91058 -0.26127
C -1.17246 0.43277 -0.01406
N -0.12351 0.83691 0.24008
N 3.04472 0.99032 0.88477
N -2.50223 0.13139 -0.21388
O 2.56186 0.10927 0.33624
H 1.63862 -1.59696 -0.40560
H -3.21842 0.71844 0.16023
H -2.64785 -0.71156 -0.72651
```


No. 11
# C2H3N3O

The molecule C2H3N3O (ωB97M-V with the def2-TZVPD basis set, OMol25).

Values from the calculation:
**Kohn-Sham gap**: 10.32 eV
**ΔE to the lowest compared entry with this formula, charge and spin**: 17.9 kcal per mole
**HOMO energy**: -0.363 Ha
**Lowest unoccupied orbital energy**: 0.432 eV
**Structure (SMILES)**: Oc1ncn[nH]1
**2S+1**: 1

The geometry in XYZ format:
```
9
C2H3N3O | OMol25 | ωB97M-V with the def2-TZVPD basis set
O -1.80824 -0.88037 0.05749
C -0.54573 -0.44772 -0.00841
N 0.51541 -1.16404 -0.20818
C 1.49435 -0.19373 -0.22883
N 1.10174 1.03495 -0.04752
N -0.26776 0.88976 0.08644
H -2.38735 -0.14104 -0.18188
H 2.53847 -0.43084 -0.38141
H -0.64089 1.33302 0.91229
```


No. 12
# C2H3N3O2

A structure of composition C2H3N3O2 at a distorted geometry (ωB97M-V with the def2-TZVPD basis set, OMol25).

Values from the calculation:
**Kohn-Sham gap (alpha / beta)**: 7.67 / 7.67 eV
**ΔE to the lowest compared entry with this formula, charge and spin**: 109.0 kcal per mole
**HOMO energy (alpha / beta)**: -0.319 / -0.320 Ha
**Lowest unoccupied orbital energy (alpha / beta)**: -1.021 / -1.022 eV
**2S+1**: 1

The geometry in XYZ format:
```
10
C2H3N3O2 | OMol25 | ωB97M-V with the def2-TZVPD basis set
N 0.30972 1.04582 -1.48181
C 0.15517 0.44202 -0.26717
N -0.70938 1.10273 0.59996
O -0.74508 0.55958 1.72530
C -0.60786 -1.33209 1.54401
O -0.19703 -2.05352 2.34417
N 0.58741 -0.72270 0.11887
H 0.65406 0.51286 -2.26407
H -0.33972 1.78971 -1.69166
H 0.89271 -1.34442 -0.62761
```


Energy, record by record: -983.524833, -983.521216, -242.220543, -242.196429, -317.285952, -317.408366, -317.511630, -317.317500, -317.468326, -317.202534, -317.503824, -392.619802 Eh